# 1
The following is a DFT calculation (ωB97M-V/def2-TZVPD) of C70H107BGeKN18O5 as an isolated structure in a non-equilibrium geometry.

Results
* E_HOMO (spin up / spin down): -0.2827 / -0.2827 Eh
* <S²>: 0.758
* lowest unoccupied orbital energy (spin up / spin down): 0.3 / -0.9 eV
* spin multiplicity: 2

```
203
C70H107BGeKN18O5 ωB97M-V/def2-TZVPD
K 0.17736 -0.40537 1.18884
C 2.87873 -3.63131 5.71009
N 3.02227 -2.58874 4.71708
C 2.19114 -1.42512 4.94734
C 3.77654 -2.73645 3.58544
N 3.57865 -1.99515 2.55651
C 4.46135 -2.11821 1.42500
C 4.53574 -0.86267 0.53626
N 3.24461 -0.50093 -0.04797
C 2.77021 0.84654 0.27595
C 2.96591 1.24690 1.74457
N 1.73868 1.68592 2.37381
C 1.78479 2.53957 3.32842
N 0.62245 2.96765 3.92376
C -0.62796 2.37754 3.45960
C 0.64252 3.36702 5.32584
N 2.98684 3.13887 3.76120
C 3.01735 4.55950 4.03813
C 3.92624 2.34481 4.52509
C 3.18713 -0.64288 -1.50557
C 3.70538 -1.93340 -2.15685
N 2.68321 -2.92600 -2.31804
C 2.48189 -3.54909 -3.38806
N 1.44164 -4.53568 -3.38228
C 0.29786 -4.09259 -4.16658
C 1.90141 -5.85676 -3.76939
N 3.12738 -3.35429 -4.65692
C 3.03672 -2.02408 -5.23426
C 4.43837 -3.95691 -4.81136
N 4.77929 -3.72164 3.62514
C 4.68224 -4.88324 2.77347
C 5.65000 -3.86026 4.76954
H 1.82917 -3.69451 6.00340
H 3.46354 -3.42106 6.61392
H 3.17922 -4.59934 5.31562
H 1.12975 -1.68148 4.96546
H 2.34885 -0.69824 4.16110
H 2.45048 -0.97878 5.91683
H 4.08850 -2.92354 0.77879
H 5.48238 -2.38113 1.73991
H 5.25392 -1.09718 -0.25477
H 4.97375 -0.03203 1.09533
H 1.70397 0.89902 0.03806
H 3.28179 1.58441 -0.36677
H 3.74797 2.01242 1.82802
H 3.29741 0.35722 2.27941
H -1.45628 2.99062 3.81621
H -0.75340 1.34755 3.81330
H -0.64154 2.36602 2.37318
H 0.72421 4.45101 5.44109
H 1.46343 2.89531 5.86814
H -0.28776 3.04932 5.79175
H 3.94941 4.97863 3.64586
H 2.97538 4.79254 5.11006
H 2.18558 5.05194 3.53573
H 3.82120 1.29151 4.26988
H 3.77585 2.45875 5.60834
H 4.94865 2.65759 4.29472
H 3.78700 0.17131 -1.95443
H 2.14752 -0.49788 -1.81953
H 4.48123 -2.39447 -1.54117
H 4.17691 -1.64667 -3.10389
H -0.00494 -3.10815 -3.80496
H 0.52052 -4.03910 -5.24386
H -0.53075 -4.78662 -4.00974
H 1.08653 -6.56743 -3.62176
H 2.22422 -5.91315 -4.81980
H 2.72624 -6.15287 -3.11819
H 2.12028 -1.53616 -4.90756
H 3.00914 -2.11288 -6.32511
H 3.88762 -1.37693 -4.97807
H 4.47506 -4.92146 -4.30828
H 5.24651 -3.32958 -4.40466
H 4.63854 -4.11572 -5.87422
H 3.96661 -4.70525 1.97357
H 4.35472 -5.76858 3.33685
H 5.65343 -5.11404 2.32408
H 5.52866 -3.00590 5.43230
H 6.69392 -3.88544 4.43821
H 5.46326 -4.77924 5.34002
C -4.73432 0.19345 -4.11026
C -4.25328 0.61996 -2.76965
C -4.93223 1.41219 -1.85100
C -4.12113 1.56172 -0.73728
N -2.95448 0.90248 -1.04993
N -3.06523 0.28295 -2.27074
B -2.26431 -1.02543 -2.75198
N -1.03651 -0.67390 -3.58237
N -0.15976 0.31496 -3.28891
C 0.62488 0.45078 -4.34747
C 0.23431 -0.44450 -5.36517
C -0.82270 -1.14802 -4.83815
C -1.62662 -2.21819 -5.50575
C 1.71137 1.49169 -4.44611
C 1.19347 2.65717 -5.30398
C 2.95064 0.88463 -5.11347
C 2.07942 2.00169 -3.05699
N -2.08135 -1.98943 -1.57474
N -0.94274 -2.24995 -0.88827
C -1.19267 -3.29068 -0.10394
C -2.52711 -3.71805 -0.28545
C -3.06234 -2.86695 -1.21791
C -4.45901 -2.86824 -1.74994
C -0.20686 -3.98446 0.81214
C 1.17379 -3.33666 0.78181
C -0.72287 -3.98209 2.25783
C -0.08388 -5.44496 0.34629
C -4.69370 2.02403 0.59208
C -5.60337 0.86482 1.05067
C -5.56686 3.27253 0.33791
C -3.71078 2.28694 1.73024
H -5.49802 0.88740 -4.45593
H -3.91292 0.17441 -4.82467
H -5.17059 -0.80599 -4.05895
H -5.92700 1.80597 -1.96724
H -3.03252 -1.54695 -3.50133
H 0.67258 -0.57047 -6.34199
H -2.53266 -1.80193 -5.95351
H -1.03491 -2.67333 -6.29862
H -1.92469 -2.99559 -4.80427
H 0.88998 2.30383 -6.29149
H 0.33339 3.12993 -4.82668
H 1.97576 3.41013 -5.43082
H 2.74261 0.58856 -6.14350
H 3.76692 1.60988 -5.12732
H 3.27771 -0.00117 -4.56461
H 1.17688 2.25075 -2.50511
H 2.60835 1.23171 -2.49596
H 2.71250 2.88825 -3.12574
H -3.03449 -4.54217 0.18998
H -5.02450 -3.65404 -1.25189
H -4.96298 -1.91418 -1.57161
H -4.47543 -3.06407 -2.82415
H 1.14902 -2.34473 1.22226
H 1.86169 -3.95013 1.36976
H 1.54112 -3.26513 -0.23589
H -0.72097 -2.97277 2.66586
H -1.73875 -4.37668 2.32898
H -0.07179 -4.60276 2.87832
H 0.26309 -5.46967 -0.68593
H 0.63589 -5.98024 0.97121
H -1.04481 -5.95852 0.42132
H -6.33345 0.59737 0.28499
H -5.00209 -0.00905 1.29071
H -6.14276 1.16145 1.95240
H -6.56337 2.98897 -0.00518
H -5.67415 3.83136 1.26724
H -5.12582 3.92484 -0.41711
H -3.07168 1.42426 1.90558
H -3.09220 3.15898 1.54679
H -4.28907 2.46550 2.63978
O -1.45041 2.07071 0.11792
N -1.68199 0.95561 -0.58662
C -3.72124 4.57130 -4.45265
C -2.94798 3.42439 -4.34101
C -2.21853 3.18158 -3.18617
C -2.26667 4.08481 -2.12744
C -3.03279 5.24335 -2.25102
C -3.75787 5.48555 -3.40846
Ge -1.17580 3.81092 -0.51674
C 0.69502 4.33251 -0.83324
C 0.94159 5.28830 -1.81330
C 2.20374 5.85076 -1.93546
C 3.22292 5.47164 -1.07226
C 2.98004 4.51685 -0.09429
C 1.72083 3.94798 0.02522
C -1.71438 4.90808 1.03635
C -3.03067 5.32886 1.21916
C -3.38310 6.12483 2.29808
C -2.42152 6.50925 3.22168
C -1.10580 6.10588 3.04580
C -0.75426 5.32189 1.95737
H -4.28489 4.76696 -5.35615
H -2.89792 2.72050 -5.16364
H -1.59166 2.29670 -3.12086
H -3.05171 5.96588 -1.44277
H -4.34148 6.39313 -3.49727
H 0.14880 5.58938 -2.49054
H 2.39205 6.58483 -2.70901
H 4.20538 5.91699 -1.16257
H 3.77084 4.21728 0.58405
H 1.53685 3.19083 0.78014
H -3.79479 5.02964 0.51303
H -4.41020 6.44793 2.41506
H -2.69327 7.12429 4.06976
H -0.34679 6.41148 3.75597
H 0.27948 5.03238 1.82791
O -1.36350 -0.95996 4.39892
C -2.05696 -1.07155 3.37524
O -1.79953 -0.60902 2.22834
C -3.36274 -1.85779 3.52334
C -3.97394 -2.38573 2.39549
C -5.13549 -3.13909 2.49989
C -5.69991 -3.36546 3.74183
C -5.08432 -2.82995 4.86624
C -3.91886 -2.08456 4.77130
N -5.68009 -3.07385 6.17679
O -5.11253 -2.62461 7.15548
O -6.71957 -3.71038 6.22599
H -3.50730 -2.20938 1.43897
H -5.60829 -3.54373 1.61331
H -6.60129 -3.94885 3.85610
H -3.44076 -1.68767 5.65537
```

# 2
The following is a DFT calculation (ωB97M-V/def2-TZVPD) of one molecule with the formula C5H7N in a non-equilibrium geometry.

Results
* E_HOMO: -0.2941 Eh
* ΔE to the lowest compared entry with this formula, charge and spin: 13.22 kcal/mol
* lowest unoccupied orbital energy: 1.0 eV
* SMILES: Cc1ccc[nH]1

```
13
C5H7N ωB97M-V/def2-TZVPD
C -1.46192 -1.06112 0.65262
C -0.31475 -0.25321 0.15513
C 0.91712 -0.73654 -0.17727
C 1.65106 0.35054 -0.77811
C 0.87103 1.46767 -0.64065
N -0.33112 1.09091 -0.07752
H -1.85983 -0.71080 1.60791
H -2.26160 -1.05010 -0.09643
H -1.15019 -2.10739 0.75750
H 1.28110 -1.53187 0.43615
H 2.60999 0.32715 -1.29172
H 1.06409 2.50438 -0.87063
H -1.01497 1.71037 0.32302
```

# 3
The following is a DFT calculation (ωB97M-V/def2-TZVPD) of C38H33AuBrN2O3P2Te as an isolated structure in a non-equilibrium geometry.

Results
* E_HOMO: -0.1593 Eh
* ΔE to the lowest compared entry with this formula, charge and spin: 35.10 kcal/mol
* net charge: -1
* lowest unoccupied orbital energy: 2.3 eV

```
81
C38H33AuBrN2O3P2Te ωB97M-V/def2-TZVPD
Au -0.86880 1.82003 -0.31828
Te 2.73082 1.14679 2.32751
C 3.48701 -0.73053 3.02854
C 2.85419 -1.42118 4.05393
C 3.22786 -2.73267 4.30835
N 4.17331 -3.37649 3.62815
C 4.78758 -2.70120 2.65796
C 4.48734 -1.38965 2.32454
C 1.55374 -0.05049 0.97883
P 1.76366 0.46772 -0.78302
C 1.27270 -1.11567 -1.58736
C 1.76218 -2.34897 -1.16140
C 1.38172 -3.51388 -1.80646
C 0.48981 -3.46432 -2.87069
C -0.02274 -2.24627 -3.28716
C 0.37597 -1.07928 -2.64976
C 3.58455 0.45334 -1.07372
C 4.20070 1.68818 -0.83974
C 5.55200 1.87544 -1.07735
C 6.31419 0.83040 -1.58108
C 5.71289 -0.38987 -1.84300
C 4.35829 -0.57937 -1.59698
P -0.21889 0.24279 1.15412
C -0.95960 -1.40327 0.85861
C -2.17080 -1.52158 0.18559
C -2.74688 -2.77316 0.01134
C -2.11714 -3.90343 0.50826
C -0.90825 -3.78830 1.18216
C -0.33141 -2.54153 1.35936
C -0.65574 0.48237 2.91274
C -1.05741 -0.53530 3.77214
C -1.27748 -0.26963 5.11777
C -1.10340 1.01030 5.61886
C -0.73133 2.03870 4.76416
C -0.51883 1.77613 3.42200
H 2.06215 -0.95356 4.62657
H 2.73415 -3.30629 5.08755
H 5.54974 -3.24885 2.11146
H 5.00280 -0.89551 1.50975
H 2.42587 -2.38384 -0.30475
H 1.77442 -4.46692 -1.47102
H 0.19499 -4.37858 -3.37203
H -0.72924 -2.20366 -4.10759
H -0.01304 -0.11792 -2.96879
H 3.59501 2.51676 -0.49423
H 6.00875 2.83920 -0.88829
H 7.36867 0.97309 -1.78432
H 6.30246 -1.20262 -2.25153
H 3.91162 -1.53696 -1.82377
H -2.64726 -0.62537 -0.19582
H -3.68959 -2.86452 -0.51489
H -2.56332 -4.88063 0.36567
H -0.40935 -4.67268 1.56046
H 0.61561 -2.43463 1.87722
H -1.19832 -1.53947 3.40021
H -1.58310 -1.07280 5.77750
H -1.26612 1.20984 6.67095
H -0.59940 3.04281 5.14735
H -0.25228 2.57737 2.74299
Br -2.82059 -0.37754 -5.04800
C -3.15007 1.40597 -4.47040
C -4.31358 2.04714 -4.86036
N -4.57868 3.29996 -4.50080
C -3.68239 3.94438 -3.75964
C -2.50689 3.36432 -3.28917
C -2.23392 2.05574 -3.65891
C -1.54499 4.19790 -2.44062
O -1.35588 5.34540 -2.82760
O -1.02622 3.63043 -1.42903
H -5.05111 1.54531 -5.47566
H -3.90077 4.97670 -3.51510
H -1.32972 1.55926 -3.32650
C -5.74417 2.68520 -0.38364
C -4.24461 2.67680 -0.13791
O -3.63027 1.50394 -0.66290
H -6.21158 3.53924 0.10942
H -6.18511 1.76272 -0.00438
H -5.95522 2.75751 -1.45319
H -4.02165 2.66201 0.92956
H -3.77914 3.56714 -0.57181
H -3.71050 1.51999 -1.62299
```

# 4
The following is a DFT calculation (ωB97M-V/def2-TZVPD) of C5H7NS2 as an isolated structure in a non-equilibrium geometry.

Results
* E_HOMO: -0.2947 Eh
* ΔE to the lowest compared entry with this formula, charge and spin: 59.61 kcal/mol
* lowest unoccupied orbital energy: 0.4 eV

```
15
C5H7NS2 ωB97M-V/def2-TZVPD
C -0.65020 -0.20615 -0.95555
C -0.24330 0.87629 -0.31050
C -1.65434 0.63817 -2.35175
C -0.63516 -1.68274 -1.13901
C 0.37338 1.02099 1.06692
N -0.41317 2.12584 -0.82625
S -2.35120 -0.30143 -3.46347
S -1.45019 2.32166 -2.22395
H -1.24053 -2.22582 -0.31742
H 0.34376 -2.03312 -1.18695
H -1.25504 -1.83697 -1.99333
H 0.59465 2.01375 1.31148
H 1.28614 0.49338 0.89072
H -0.07136 0.57061 1.87407
H -0.55997 2.80765 -0.09151
```

# 5
The following is a DFT calculation (ωB97M-V/def2-TZVPD) of a 2-piece molecular cluster, C4H12 overall in a non-equilibrium geometry.

Results
* E_HOMO: -0.4158 Eh
* ΔE to the lowest compared entry with this formula, charge and spin: 21.99 kcal/mol
* lowest unoccupied orbital energy: 1.1 eV
* SMILES: CC.CC

```
16
C4H12 ωB97M-V/def2-TZVPD
C 0.80872 1.64584 0.59685
C 1.68759 2.05858 -0.54351
H 1.16489 0.69731 0.95843
H 0.86480 2.34058 1.49731
H -0.19842 1.67399 0.25966
H 1.56420 3.06787 -0.85409
H 1.91536 1.30489 -1.40940
H 2.61671 2.12583 0.01168
C -1.13839 -2.49942 0.39765
C -1.46529 -1.32967 -0.59829
H -1.85854 -2.51772 1.21236
H -1.02841 -3.39678 -0.04028
H -0.17682 -2.22919 0.80493
H -1.67334 -1.56427 -1.62423
H -0.70748 -0.53681 -0.48509
H -2.37559 -0.84105 -0.18397
```

# 6
The following is a DFT calculation (ωB97M-V/def2-TZVPD) of a 2-piece molecular cluster, C21H20F7OSi overall in a non-equilibrium geometry.

Results
* E_HOMO: -0.4427 Eh
* net charge: +1
* lowest unoccupied orbital energy: -6.5 eV

```
50
C21H20F7OSi ωB97M-V/def2-TZVPD
C -0.49979 2.43949 -5.86573
Si -0.64901 1.30229 -4.39326
C -0.02210 -0.39850 -4.84151
C 0.36481 2.00662 -2.99330
O -2.26335 1.22090 -3.94144
C -2.64056 0.41573 -2.89473
C -3.40005 -0.86586 -3.19984
F -2.62269 -1.90172 -2.83006
F -4.54336 -0.85762 -2.48500
F -3.66625 -0.92807 -4.51808
C -2.38425 0.69080 -1.61813
H 0.54297 2.53237 -6.15515
H -1.07143 2.03988 -6.69764
H -0.88838 3.42040 -5.60931
H 1.02666 -0.34770 -5.11999
H -0.13567 -1.07149 -3.99769
H -0.59704 -0.78628 -5.67625
H 1.39496 2.13098 -3.31100
H -0.03495 2.97267 -2.70108
H 0.34346 1.33979 -2.13783
H -2.72551 0.01621 -0.86085
H -1.86693 1.58202 -1.32888
F -2.94533 -2.67047 4.69029
C -2.85866 -1.63290 3.82863
C -3.99726 -1.01441 3.35299
C -3.90043 0.05759 2.48310
F -5.02275 0.67596 2.05571
C -2.66318 0.50649 2.07505
C -1.48981 -0.10998 2.53009
C -0.20557 0.34961 2.11052
C 0.97118 -0.16546 2.60311
C 2.23677 0.24147 2.24428
C 3.43226 -0.34560 2.75421
C 4.69531 0.13437 2.37318
C 5.84897 -0.45256 2.84663
F 7.06011 0.01296 2.46161
C 5.77123 -1.52803 3.71409
C 4.54269 -2.01769 4.11409
F 4.46596 -3.07222 4.95705
C 3.39351 -1.42961 3.64073
C -1.62635 -1.18525 3.42156
H -4.96153 -1.37308 3.66086
H -2.61617 1.35786 1.42015
H -0.16236 1.14214 1.38383
H 0.89403 -0.92827 3.35156
H 2.32982 1.04706 1.54163
H 4.78469 0.97179 1.70619
H 6.67077 -1.99244 4.07478
H 2.45903 -1.83727 3.97034
H -0.76847 -1.69498 3.81047
```

# 7
The following is a DFT calculation (ωB97M-V/def2-TZVPD) of a 2-piece molecular cluster, C4H12 overall in a non-equilibrium geometry.

Results
* E_HOMO (spin up / spin down): 0.0555 / -0.2667 Eh
* ΔE to the lowest compared entry with this formula, charge and spin: 32.22 kcal/mol
* net charge: -1
* <S²>: 0.750
* lowest unoccupied orbital energy (spin up / spin down): 4.3 / 4.5 eV
* spin multiplicity: 2

```
16
C4H12 ωB97M-V/def2-TZVPD
C 0.43268 1.35821 0.33251
C 1.34794 2.60393 0.64632
H -0.42860 1.66357 -0.30518
H 0.83517 0.45885 0.02506
H -0.23890 1.19199 1.24848
H 0.86629 3.02438 1.45438
H 2.39317 2.33762 0.87431
H 1.60610 3.36600 -0.12051
C -0.74812 -2.28766 0.22440
C -0.84789 -1.74424 -1.29277
H 0.27128 -2.62025 0.60226
H -1.05334 -1.56716 0.99726
H -1.63322 -2.96884 0.26144
H -1.71620 -2.26434 -1.84317
H 0.03722 -1.90048 -1.75080
H -1.12358 -0.65158 -1.35399
```

# 8
The following is a DFT calculation (ωB97M-V/def2-TZVPD) of an isolated ion of composition C5H12BrN2 and charge +1 in a non-equilibrium geometry.

Results
* E_HOMO: -0.4930 Eh
* ΔE to the lowest compared entry with this formula, charge and spin: 0.00 kcal/mol
* net charge: +1
* lowest unoccupied orbital energy: -3.5 eV
* SMILES: CC(C)(CBr)/[NH+]=C/N

```
20
C5H12BrN2 ωB97M-V/def2-TZVPD
C 0.67721 0.65856 1.41484
C 0.66143 0.14349 -0.00338
C 0.87278 1.25370 -1.02589
C 1.85048 -1.03488 -0.26199
Br 3.60920 -0.29179 0.07924
N -0.58074 -0.54714 -0.35681
C -1.60202 -0.81693 0.39787
N -2.66817 -1.46320 -0.01395
H 1.64175 1.11514 1.61395
H -0.08162 1.42925 1.54432
H 0.52749 -0.12981 2.14616
H 0.99651 0.85312 -2.02856
H 1.76150 1.82173 -0.78082
H 0.02740 1.93572 -1.02710
H 1.68870 -1.85679 0.42986
H 1.81034 -1.36151 -1.29687
H -0.61964 -0.83182 -1.33245
H -1.58293 -0.48250 1.42995
H -3.43522 -1.66626 0.60656
H -2.74640 -1.79953 -0.96659
```